[1]
Density functional theory data (wB97M-V/def2-TZVPD) for C9H6N2 in the gas phase.

```
17
Properties=species:S:1:pos:R:3:lowdin_spin:R:1
C -1.6902 0.1948 1.6000 0.029
C 1.1593 0.8548 -1.7487 0.079
C -2.7256 -0.5023 2.1187 0.000
C 2.4022 1.0926 -2.1657 -0.003
C -1.0958 -0.6279 0.4610 0.052
C 1.2628 0.0857 -0.5182 0.111
C -1.8567 -1.9432 0.4399 0.016
C 2.8529 -0.0174 -0.1664 1.142
C 0.0993 -0.3458 -0.0190 0.286
N -2.7291 -1.7103 1.4075 0.000
N 3.3488 0.6160 -1.2201 0.262
H -1.3619 1.2144 1.4668 0.001
H 0.1737 1.2390 -2.0531 0.006
H -3.3706 -0.3149 2.9831 0.001
H 2.5818 1.7135 -3.1365 0.001
H -3.3602 -2.4542 1.6938 0.001
H 4.3094 0.9052 -1.1431 0.018
```

For the electronic energy, the calculation gives -455.72491 a.u. The HOMO energy (alpha / beta) is -6.478 / -8.089 eV. As for the expectation value of S²: 2.05. For the LUMO energy (alpha / beta), the calculation gives 0.194 / -2.023 eV. Its gap between HOMO and LUMO (alpha / beta) is 6.6716 / 6.0658 eV. Its multiplicity is 3.

***

[2]
Density functional theory data (wB97M-V/def2-TZVPD) for a molecular structure, C40H32CrF6N4O8P2S2.

```
95
Properties=species:S:1:pos:R:3:lowdin_spin:R:1
Cr -0.1197 -0.6453 -0.2900 2.872
O -4.2670 0.7744 2.8466 0.000
C -3.2572 0.5649 3.7057 -0.001
C -3.4960 0.8602 5.0489 0.000
C -2.5112 0.6639 5.9919 0.000
C -1.2553 0.1740 5.6271 0.000
C -1.0037 -0.1060 4.3051 0.000
C -1.9895 0.0819 3.3238 -0.001
C -1.6542 -0.2189 1.9344 0.000
O -0.4376 -0.5047 1.6280 0.022
N -2.6202 -0.1523 1.0163 -0.001
N -2.0951 -0.4051 -0.1975 -0.038
C -2.7684 -0.3913 -1.2820 0.023
C -1.9978 -0.6177 -2.5040 0.003
C -2.5768 -0.6755 -3.7584 0.003
C -1.7626 -0.8983 -4.8602 0.005
C -0.4013 -1.0568 -4.6719 0.004
C 0.1077 -0.9873 -3.3843 0.006
N -0.6660 -0.7690 -2.3260 -0.003
H -3.9930 0.4578 1.9604 0.000
H -4.4748 1.2307 5.3207 0.000
H -2.7209 0.8880 7.0298 0.000
H -0.4899 0.0139 6.3727 0.000
H -0.0398 -0.4850 3.9945 0.000
H -3.8364 -0.2043 -1.2921 0.000
H -3.6456 -0.5539 -3.8639 0.000
H -2.1906 -0.9517 -5.8518 0.000
H 0.2671 -1.2366 -5.5009 0.000
H 1.1631 -1.1119 -3.1867 0.000
F 4.4869 -3.6775 -1.5951 0.000
C 3.6812 -2.6600 -1.8242 -0.001
F 2.8913 -2.9368 -2.8607 0.000
F 4.3967 -1.5739 -2.1109 0.000
S 2.6626 -2.2953 -0.3322 0.004
O 1.7822 -1.2310 -0.8512 0.028
O 3.5667 -1.9759 0.7123 0.003
N 1.9021 -3.6529 -0.1579 0.003
S 0.3957 -3.8069 0.2122 0.004
O -0.1458 -5.0549 -0.1773 -0.002
O -0.4053 -2.6264 -0.1640 0.017
C 0.3806 -3.7630 2.0611 0.001
F -0.8683 -3.6374 2.4891 0.000
F 1.0989 -2.7231 2.4789 0.000
F 0.9089 -4.8774 2.5344 0.001
O -0.1242 1.2843 -0.3905 0.032
P 0.3989 2.6835 -0.1489 0.009
C 0.8670 2.8693 1.5980 0.002
P 2.3361 1.8191 1.9006 0.001
O 2.3249 0.6691 0.9612 0.005
C 2.3072 1.3040 3.6173 0.000
C 2.0071 2.1752 4.6610 0.000
C 2.0662 1.7267 5.9699 0.000
C 2.4328 0.4125 6.2343 0.000
C 2.7326 -0.4562 5.1941 0.000
C 2.6706 -0.0134 3.8803 0.000
C 3.7926 2.8597 1.6966 0.000
C 4.9681 2.1724 1.3908 0.000
C 6.1577 2.8652 1.2391 0.000
C 6.1823 4.2457 1.3917 0.000
C 5.0168 4.9328 1.6952 0.000
C 3.8232 4.2419 1.8467 0.000
C 1.8210 3.1179 -1.1322 0.002
C 2.5579 2.1051 -1.7412 0.000
C 3.7304 2.4193 -2.4090 0.000
C 4.1696 3.7348 -2.4620 0.000
C 3.4397 4.7444 -1.8479 0.000
C 2.2668 4.4383 -1.1796 0.000
C -0.9550 3.8137 -0.4536 0.000
C -0.9939 4.6794 -1.5417 0.000
C -2.1184 5.4633 -1.7590 0.000
C -3.2033 5.3773 -0.8998 0.000
C -3.1766 4.5001 0.1781 0.000
C -2.0568 3.7187 0.4015 0.000
H 0.0423 2.4952 2.2119 0.000
H 1.0167 3.9239 1.8332 0.000
H 1.7311 3.2047 4.4596 0.000
H 1.8296 2.3989 6.7838 0.000
H 2.4865 0.0654 7.2580 0.000
H 3.0170 -1.4786 5.4048 0.000
H 2.8945 -0.6787 3.0549 0.000
H 4.9401 1.0970 1.2559 0.000
H 7.0666 2.3286 1.0020 0.000
H 7.1127 4.7856 1.2759 0.000
H 5.0348 6.0080 1.8158 0.000
H 2.9269 4.8001 2.0904 0.000
H 2.2406 1.0749 -1.6495 0.000
H 4.3110 1.6326 -2.8721 0.000
H 5.0900 3.9755 -2.9771 0.000
H 3.7888 5.7675 -1.8834 0.000
H 1.7096 5.2276 -0.6873 0.000
H -0.1573 4.7393 -2.2259 0.000
H -2.1455 6.1392 -2.6028 0.000
H -4.0766 5.9922 -1.0714 0.000
H -4.0266 4.4238 0.8426 0.000
H -2.0537 3.0232 1.2337 0.000
```

Its net charge is +1. For the electronic energy, the calculation gives -5487.19635 a.u. The HOMO energy (alpha / beta) is -10.664 / -10.657 eV. The value obtained for the energy relative to the best compared isomer or geometry (same formula, charge and spin) is 0.556 eV. As for the expectation value of S²: 3.77. For the LUMO energy (alpha / beta), the calculation gives -3.533 / -3.711 eV. Its gap between HOMO and LUMO (alpha / beta) is 7.1314 / 6.9459 eV. Its multiplicity is 4.

***

Calculated values (eV/A) of max |F| for the records, taken in order: 6.50; 0.60.